# C5H3FO

One molecule with the formula C5H3FO (ωB97M-V with the def2-TZVPD basis set, OMol25).

Each line ends with the Löwdin charge.
Atoms and positions in Å:
C -1.442 -1.005 0.057  -0.0202
C 1.055 -0.560 0.394  -0.0882
C 0.017 1.217 -0.343  -0.2364
C -0.413 -0.224 0.158  -0.2719
C 0.582 0.722 0.933  0.0080
O -2.207 -1.831 -0.271  0.2189
F -0.945 2.164 -0.226  0.0140
H 1.454 -1.291 1.167  0.1396
H 1.551 -0.596 -0.490  0.0686
H 0.347 1.405 -1.379  0.1676

DFT total energy = -367.227871 a.u.
largest force on an atom = 3.9 eV Å⁻¹
ΔE to the lowest compared entry with this formula, charge and spin = 90.6 kcal per mole
gap between HOMO and LUMO = 0.316 Ha
HOMO level = -8.764 eV
multiplicity = 1

# C5H3I

C5H3I as an isolated structure (ωB97M-V with the def2-TZVPD basis set, OMol25).

Each line ends with the Löwdin charge.
Atoms and positions in Å:
C 0.682 -0.959 -0.680  0.1794
C 0.938 0.479 0.306  -0.2042
C -0.254 -0.210 -0.057  -0.3667
C 2.081 0.384 -0.112  -0.6582
C -1.720 0.028 0.120  -0.0338
I 4.144 0.226 0.018  0.8404
H -2.166 -0.543 -0.783  0.1256
H -1.730 1.033 0.114  0.0327
H -1.975 -0.439 1.073  0.0848

DFT total energy = -489.768095 a.u.
largest force on an atom = 5.3 eV Å⁻¹
ΔE to the lowest compared entry with this formula, charge and spin = 58.3 kcal per mole
gap between HOMO and LUMO = 0.305 Ha
HOMO level = -8.429 eV
multiplicity = 1

# C5H3N

One molecule with the formula C5H3N (ωB97M-V with the def2-TZVPD basis set, OMol25).

Each line ends with the Löwdin charge.
Atoms and positions in Å:
C -1.085 -0.910 -0.025  -0.0812
C -1.312 0.505 -0.036  -0.1825
C 0.253 -1.048 0.148  0.0492
C -0.118 1.099 0.230  0.1519
C 1.172 -0.072 0.033  -0.3895
N 2.378 0.099 -0.133  0.1883
H -1.793 -1.720 0.014  0.0993
H -2.258 1.018 -0.061  0.0859
H 2.763 1.030 -0.172  0.0785

DFT total energy = -246.819249 a.u.
largest force on an atom = 2.6 eV Å⁻¹
ΔE to the lowest compared entry with this formula, charge and spin = 102.1 kcal per mole
gap between HOMO and LUMO (alpha / beta) = 0.297 / 0.286 Ha
HOMO level (alpha / beta) = -9.055 / -8.884 eV
multiplicity = 1